Here is a molecular structure, C12H5As2Cl5F6O6STa from the Open Molecules 2025 dataset. Energies are from wB97M-V/def2-TZVPD.

XYZ file:
```
38
Properties=species:S:1:pos:R:3:forces:R:3
Ta -0.3928 0.0633 0.0388 -0.63 0.01 0.35
O 1.2175 -1.0864 3.7998 0.03 0.01 0.03
As -0.0066 0.0775 3.5140 -0.17 -0.17 -0.24
O 0.8307 1.5393 2.8483 -0.01 0.08 0.20
O -0.5011 -0.4271 1.7958 0.63 -0.18 0.21
C -0.1829 4.8266 4.1080 -0.07 0.02 0.01
C -0.2953 4.9294 5.6034 0.00 0.00 0.01
C 0.7674 5.6341 5.9995 0.01 0.00 0.00
C 1.5978 6.0186 4.8400 -0.03 -0.01 0.01
C 1.0649 5.5559 3.7071 0.02 0.19 0.07
C -1.0168 4.2499 3.3359 0.09 0.05 0.00
S -1.2532 1.7016 -3.1599 0.16 0.01 -0.11
O -0.8904 0.7824 -4.1709 -0.04 -0.02 0.02
O -2.3894 0.8683 0.6489 0.08 0.17 -0.29
O -0.8595 1.3611 -1.7973 -0.06 0.12 -0.01
H 1.8937 -1.2131 3.1158 0.02 0.02 0.00
H -1.1030 4.5055 6.1744 0.00 0.01 0.00
H 0.9875 5.8906 7.0252 -0.01 0.00 0.00
H 2.5107 6.5923 4.9018 0.00 0.01 0.00
H 1.4050 5.6407 2.6906 -0.05 0.07 0.07
F 0.6406 -1.2913 -0.6063 0.22 -0.21 -0.23
As 2.4018 1.8827 2.1956 -0.02 -0.01 -0.01
F 1.8848 3.5234 2.1208 0.09 -0.19 -0.11
F 0.8586 1.4896 0.0054 -0.10 0.24 0.22
F 3.4013 2.2115 0.8848 0.02 -0.01 -0.11
F 3.4157 1.9728 3.5172 -0.02 0.02 -0.01
F 2.6116 0.1991 1.8271 0.01 0.00 0.01
Cl -2.0395 3.5177 2.3952 0.04 -0.02 0.05
C -3.0376 -0.0348 -0.0053 -0.03 0.28 -0.02
C -2.1814 -0.7891 -0.8442 -0.07 -0.39 -0.22
C -2.7086 -1.6697 -1.7309 -0.18 -0.06 0.13
Cl -1.7310 -2.5052 -2.8479 0.01 -0.04 0.03
C -4.1322 -1.8974 -1.7121 0.01 0.00 -0.03
Cl -4.8060 -3.0125 -2.7625 0.01 0.01 0.01
C -4.9780 -1.1900 -0.7989 -0.02 0.00 0.01
Cl -6.6488 -1.5004 -0.7940 0.03 0.01 0.00
C -4.4483 -0.2519 0.0594 0.02 0.01 -0.04
Cl -5.3814 0.6575 1.1435 0.00 0.01 0.00
```
Positions in Å, forces in eV/Å.

Results
2S+1: 2
E_HOMO (alpha / beta) (eV): -14.8 / -15.1
E_tot (eV): -237776.80720
Energy relative to the best compared isomer or geometry (same formula, charge and spin) (eV): 1.107
Charge: +2
Orbital gap (alpha / beta) (eV): 6.41 / 6.28

=====

Here is a molecular structure, C12H5Br4N2O4Rh at a distorted geometry from the Open Molecules 2025 dataset. Energies are from wB97M-V/def2-TZVPD.

XYZ file:
```
28
Properties=species:S:1:pos:R:3:forces:R:3
Rh -0.0264 -0.0025 0.0389 0.32 0.46 -1.09
O -0.8061 -0.0317 1.8010 -0.44 0.47 0.48
N -0.6321 -1.0980 2.4901 -0.27 0.14 0.47
N 0.0354 -1.9689 1.8871 0.32 -0.47 -0.24
O 0.4899 -1.7572 0.6631 0.14 -0.31 -0.02
C 0.3350 -3.2319 2.4993 0.03 -0.19 0.12
C -0.1115 -3.5162 3.7808 -0.14 0.23 0.07
C 0.1964 -4.7433 4.3390 -0.04 -0.01 0.09
C 0.9401 -5.6750 3.6282 -0.02 0.00 0.03
C 1.3760 -5.3715 2.3510 0.06 -0.06 -0.08
C 1.0754 -4.1451 1.7774 0.12 -0.02 -0.26
H -0.6892 -2.7780 4.3185 0.01 -0.06 0.05
H -0.1472 -4.9751 5.3386 -0.01 0.03 -0.02
H 1.1776 -6.6332 4.0707 -0.01 0.01 0.00
H 1.9561 -6.0951 1.7937 -0.01 0.04 -0.03
H 1.4055 -3.8874 0.7820 0.02 -0.07 0.01
Br -0.3698 5.2429 -4.4300 0.00 0.01 -0.02
C 0.0017 3.5978 -3.6072 -0.01 -0.05 0.07
C 0.7678 2.6066 -4.3067 -0.02 -0.01 0.06
Br 1.3887 2.9712 -6.0393 0.01 0.00 -0.02
C 1.0515 1.3978 -3.7256 0.09 -0.03 -0.16
Br 2.0442 0.0479 -4.5666 -0.02 0.01 0.03
C 0.5806 1.1277 -2.4183 -0.12 0.13 0.14
O 0.7841 0.0348 -1.7771 -0.16 0.00 0.32
C -0.1787 2.1121 -1.7273 0.10 -0.20 -0.01
O -0.5630 1.7747 -0.5440 0.06 -0.18 0.03
C -0.4630 3.3546 -2.3404 -0.05 0.14 -0.03
Br -1.4701 4.5835 -1.3469 0.02 -0.03 -0.01
```
Positions in Å, forces in eV/Å.

Results
2S+1: 1
E_HOMO (alpha / beta) (eV): -8.4 / -8.4
E_tot (eV): -306868.64465
Orbital gap (alpha / beta) (eV): 5.81 / 5.81

=====

Here is 2 unconnected molecules or ions with the total composition C12H5BrN5O6S at a distorted geometry from the Open Molecules 2025 dataset. Energies are from wB97M-V/def2-TZVPD.

XYZ file:
```
30
Properties=species:S:1:pos:R:3:forces:R:3
Br 3.1813 0.1038 -0.8699 0.16 -0.03 0.31
C 2.0217 0.2683 -2.3577 -0.82 0.11 -1.05
C 1.4367 -0.8847 -2.9244 0.15 0.56 0.15
C 0.5801 -0.7696 -4.0129 0.51 0.69 0.54
C 0.2844 0.5120 -4.5696 0.81 -0.12 1.06
S -0.7514 0.6547 -5.8565 -1.35 0.19 -1.70
C 0.8918 1.6671 -3.9894 0.33 -0.82 0.52
C 1.7475 1.5420 -2.9011 0.01 -0.57 0.13
H 1.6584 -1.8634 -2.5057 0.01 0.12 -0.01
H 0.1179 -1.6485 -4.4587 0.11 0.22 0.10
H 0.6668 2.6423 -4.4173 0.05 -0.24 0.10
H 2.2080 2.4254 -2.4650 -0.04 -0.13 -0.01
O 2.4667 -0.8008 4.1263 -1.05 0.53 -0.58
N 1.5847 -0.1301 3.6217 -1.36 0.20 -0.82
C 0.3856 -0.3617 2.9629 2.05 0.03 1.08
C -0.1671 0.8904 2.6375 1.19 2.14 0.35
N 0.6378 1.9092 3.0644 -1.40 -2.39 -0.75
O 1.6967 1.2822 3.6537 0.14 -0.43 0.19
C -1.4362 0.9563 1.9214 -0.77 -2.05 -0.41
N -2.0269 2.2166 1.5060 -1.49 2.28 -0.94
O -3.2066 2.1754 1.0864 2.09 -0.23 0.84
O -1.3731 3.2763 1.5587 -0.76 -2.54 0.25
C -2.1019 -0.2406 1.5937 0.37 2.33 0.20
C -1.4950 -1.4584 1.9250 0.43 -2.64 0.36
N -1.9213 -2.7743 1.7090 0.08 1.69 0.02
O -2.9124 -3.2483 1.1794 1.13 0.35 0.63
O -0.9348 -3.6158 2.2557 -0.45 0.62 -0.27
N 0.0946 -2.8846 2.8124 -1.01 2.72 -0.54
C -0.2606 -1.5788 2.6052 0.65 -2.92 0.36
H -3.0731 -0.2623 1.1089 0.22 0.36 -0.07
```
Positions in Å, forces in eV/Å.

Results
2S+1: 1
E_HOMO (eV): -2.9
E_tot (eV): -113127.41532
Energy relative to the best compared isomer or geometry (same formula, charge and spin) (eV): 0.932
Charge: -1
Orbital gap (eV): 2.33

=====

Here is a molecular structure, C12H6BCl5F4N4NiS2 from the Open Molecules 2025 dataset. Energies are from wB97M-V/def2-TZVPD.

XYZ file:
```
35
Properties=species:S:1:pos:R:3:forces:R:3
Ni -0.4996 0.6128 -0.0440 -0.06 0.09 0.10
N 2.5112 2.3149 0.1894 0.04 -0.07 0.00
C 2.4444 1.2563 -0.6504 -0.02 -0.08 -0.06
N 1.3398 0.5949 -0.8797 0.01 0.06 0.01
C 1.5224 -0.4191 -1.8008 0.03 -0.03 -0.03
C 2.7859 -0.5653 -2.2459 -0.02 0.01 0.02
S 3.7963 0.6371 -1.5327 0.03 0.02 0.04
C 0.3254 -1.1868 -2.1350 0.00 -0.01 -0.02
C 0.1562 -2.1764 -3.0336 -0.03 0.00 0.02
S -1.4900 -2.7045 -3.0241 -0.01 0.00 0.00
C -1.8518 -1.5409 -1.7999 0.06 -0.03 -0.06
N -0.8170 -0.8358 -1.4347 -0.04 -0.02 0.05
N -3.0807 -1.4078 -1.2493 0.00 0.01 0.04
H 1.6928 2.9152 0.1524 -0.02 0.04 0.03
H 3.3923 2.7951 0.2493 0.00 0.04 -0.02
H 3.1809 -1.2986 -2.9272 0.00 0.01 0.00
H 0.8778 -2.6178 -3.6986 0.00 0.01 0.00
H -3.8736 -1.8029 -1.7225 0.00 0.00 -0.01
H -3.2554 -0.5650 -0.7246 -0.01 0.01 -0.01
Cl 1.3285 -2.1604 1.0248 0.04 -0.04 -0.03
C 0.3128 -1.3470 2.1776 -0.04 0.06 -0.01
C -0.4097 -0.2388 1.7598 0.01 -0.03 0.04
C -1.2126 0.3541 2.7234 0.04 -0.01 -0.05
Cl -2.1392 1.7401 2.2013 -0.04 0.05 -0.04
C -1.3145 -0.0880 4.0364 0.07 -0.06 -0.06
Cl -2.3334 0.7051 5.1679 -0.03 0.03 0.03
C -0.5644 -1.2008 4.4133 -0.01 0.00 0.02
Cl -0.6542 -1.7878 6.0269 0.00 0.00 0.00
C 0.2543 -1.8380 3.4805 -0.03 0.04 -0.01
Cl 1.1725 -3.2148 3.9483 0.02 -0.03 0.02
F -1.5618 4.0263 -2.2169 0.02 0.01 -0.01
B -0.7002 3.0672 -1.7815 -0.06 -0.01 0.11
F 0.0413 2.4679 -2.7769 0.01 0.01 -0.02
F 0.1343 3.5244 -0.7347 0.00 -0.01 0.01
F -1.5111 1.9848 -1.1384 0.03 -0.05 -0.08
```
Positions in Å, forces in eV/Å.

Results
2S+1: 3
E_HOMO (alpha / beta) (eV): -8.7 / -8.7
E_tot (eV): -155382.10992
Energy relative to the best compared isomer or geometry (same formula, charge and spin) (eV): 0.000
Orbital gap (alpha / beta) (eV): 8.71 / 8.23

=====

Here is a molecular structure, C12H6Br4N2O7SeW at a distorted geometry from the Open Molecules 2025 dataset. Energies are from wB97M-V/def2-TZVPD.

XYZ file:
```
33
Properties=species:S:1:pos:R:3:forces:R:3
W 1.0727 -0.6004 0.8996 0.67 3.82 2.35
Br -1.3083 5.8384 0.6484 0.00 0.01 0.00
C -1.1586 3.9823 0.9116 -0.01 -0.02 0.01
C -2.0882 3.3037 1.7085 0.02 0.01 -0.02
Br -3.5065 4.2331 2.5222 -0.01 0.00 0.01
C -1.9708 1.9289 1.9008 0.06 0.04 0.06
Br -3.1705 0.9307 2.9421 0.00 0.00 0.00
C -0.9205 1.2474 1.3057 -0.11 -0.08 -0.06
O -0.7606 -0.0912 1.3925 0.12 -0.28 -0.32
C 0.0075 1.9212 0.4925 -0.15 0.05 0.08
O 0.9266 1.1512 -0.0907 -0.31 -0.66 -0.32
C -0.1156 3.2901 0.3002 0.02 0.00 -0.05
Br 1.1587 4.1141 -0.8065 0.00 0.00 0.00
O 3.1182 -3.7102 2.1331 0.04 -0.07 0.02
Se 2.7404 -2.1813 2.3491 -0.01 -0.87 -0.27
O 0.9546 -2.1108 2.1458 0.03 -0.27 -0.02
O 1.7546 0.3841 2.1121 -0.23 -0.36 -0.48
O 2.7719 -1.5010 0.6394 -0.20 -0.28 -0.15
N 3.5775 -4.6383 -1.9629 0.08 -0.01 0.02
C 2.2400 -4.7931 -1.7898 -0.01 -0.10 0.03
O 1.6676 -5.8602 -1.7854 0.04 0.05 -0.06
C 1.4659 -3.5133 -1.6179 -0.08 0.04 0.06
C 0.2939 -3.5670 -0.8740 -0.05 -0.05 0.01
C -0.3878 -2.3926 -0.6207 -0.15 -0.25 -0.44
N 0.0290 -1.1983 -1.0894 0.23 -0.57 -0.23
C 1.1293 -1.1637 -1.8602 -0.15 -0.24 -0.37
C 1.8683 -2.3007 -2.1518 -0.01 0.11 -0.16
H 4.1234 -5.4853 -1.9469 0.00 0.01 0.00
H 4.0293 -3.8009 -1.6324 -0.02 -0.04 0.01
H -0.0419 -4.5134 -0.4738 -0.01 0.00 -0.01
H -1.3036 -2.3687 -0.0420 0.09 0.00 0.15
H 1.3890 -0.1869 -2.2500 0.12 0.03 0.13
H 2.7504 -2.2179 -2.7725 -0.01 -0.02 0.02
```
Positions in Å, forces in eV/Å.

Results
2S+1: 1
E_HOMO (eV): -8.5
E_tot (eV): -377195.87285
Energy relative to the best compared isomer or geometry (same formula, charge and spin) (eV): 2.314
Orbital gap (eV): 6.45

=====

Here is a molecular structure, C12H6NO5Re at a distorted geometry from the Open Molecules 2025 dataset. Energies are from wB97M-V/def2-TZVPD.

XYZ file:
```
25
Properties=species:S:1:pos:R:3:forces:R:3
O -3.2696 -3.9531 -2.0916 2.05 1.86 0.95
C -2.4652 -3.2243 -1.7159 -6.46 -5.37 -2.66
Re -1.1459 -2.0691 -1.1240 5.20 -1.10 -1.00
O -3.1781 -0.2570 0.1381 2.10 -1.71 -1.20
C -2.3978 -0.9509 -0.3454 -6.44 5.01 3.51
C 0.3138 -3.3384 -2.0111 3.99 -0.95 -0.66
O 1.5057 -3.1998 -1.9163 -2.48 -0.25 -0.18
C -1.1015 -1.2602 -2.7905 -0.93 5.28 -8.43
O -1.1029 -0.7623 -3.8265 0.31 -1.60 2.74
C -0.8468 -3.1585 0.3448 0.48 -5.11 8.56
O -0.6900 -3.8392 1.2578 -0.14 1.71 -2.72
H -0.0915 -4.1916 -2.6053 0.13 -0.26 -0.18
N 0.1726 -0.7494 -0.4359 2.38 2.78 1.42
C 0.6454 0.1765 0.0706 -0.50 -0.31 -0.11
C 0.9672 1.4022 0.7546 0.40 -0.06 -0.01
C 2.2684 1.7303 1.1522 -0.68 -1.61 -0.95
C 2.5009 2.9335 1.8351 -0.37 1.77 0.88
C 1.4392 3.8023 2.1196 -0.31 -0.04 -0.08
C 0.1424 3.4735 1.7224 1.20 1.50 1.02
C -0.0925 2.2773 1.0424 -0.18 -1.51 -0.88
H 3.0934 1.0626 0.9417 0.10 -0.04 -0.02
H 3.5027 3.1942 2.1485 0.14 -0.03 0.00
H 1.6181 4.7294 2.6491 0.06 0.00 0.00
H -0.6824 4.1403 1.9419 -0.04 0.02 0.00
H -1.1058 2.0318 0.7437 0.01 0.02 -0.01
```
Positions in Å, forces in eV/Å.

Results
2S+1: 4
E_HOMO (alpha / beta) (eV): -21.3 / -21.1
E_tot (eV): -26362.47781
Energy relative to the best compared isomer or geometry (same formula, charge and spin) (eV): 1.735
Charge: +3
Orbital gap (alpha / beta) (eV): 9.53 / 5.89

=====

Repeat the second record exactly.
Here is a molecular structure, C12H5Br4N2O4Rh at a distorted geometry from the Open Molecules 2025 dataset. Energies are from wB97M-V/def2-TZVPD.

XYZ file:
```
28
Properties=species:S:1:pos:R:3:forces:R:3
Rh -0.0264 -0.0025 0.0389 0.32 0.46 -1.09
O -0.8061 -0.0317 1.8010 -0.44 0.47 0.48
N -0.6321 -1.0980 2.4901 -0.27 0.14 0.47
N 0.0354 -1.9689 1.8871 0.32 -0.47 -0.24
O 0.4899 -1.7572 0.6631 0.14 -0.31 -0.02
C 0.3350 -3.2319 2.4993 0.03 -0.19 0.12
C -0.1115 -3.5162 3.7808 -0.14 0.23 0.07
C 0.1964 -4.7433 4.3390 -0.04 -0.01 0.09
C 0.9401 -5.6750 3.6282 -0.02 0.00 0.03
C 1.3760 -5.3715 2.3510 0.06 -0.06 -0.08
C 1.0754 -4.1451 1.7774 0.12 -0.02 -0.26
H -0.6892 -2.7780 4.3185 0.01 -0.06 0.05
H -0.1472 -4.9751 5.3386 -0.01 0.03 -0.02
H 1.1776 -6.6332 4.0707 -0.01 0.01 0.00
H 1.9561 -6.0951 1.7937 -0.01 0.04 -0.03
H 1.4055 -3.8874 0.7820 0.02 -0.07 0.01
Br -0.3698 5.2429 -4.4300 0.00 0.01 -0.02
C 0.0017 3.5978 -3.6072 -0.01 -0.05 0.07
C 0.7678 2.6066 -4.3067 -0.02 -0.01 0.06
Br 1.3887 2.9712 -6.0393 0.01 0.00 -0.02
C 1.0515 1.3978 -3.7256 0.09 -0.03 -0.16
Br 2.0442 0.0479 -4.5666 -0.02 0.01 0.03
C 0.5806 1.1277 -2.4183 -0.12 0.13 0.14
O 0.7841 0.0348 -1.7771 -0.16 0.00 0.32
C -0.1787 2.1121 -1.7273 0.10 -0.20 -0.01
O -0.5630 1.7747 -0.5440 0.06 -0.18 0.03
C -0.4630 3.3546 -2.3404 -0.05 0.14 -0.03
Br -1.4701 4.5835 -1.3469 0.02 -0.03 -0.01
```
Positions in Å, forces in eV/Å.

Results
2S+1: 1
E_HOMO (alpha / beta) (eV): -8.4 / -8.4
E_tot (eV): -306868.64465
Orbital gap (alpha / beta) (eV): 5.81 / 5.81